Record 1
{"formula": "C8H5Cl5CuF15MgO15S5", "method": "ωB97M-V/def2-TZVPD", "total_charge": -1, "homo_ev": [-6.71, -6.68], "e_lumo_ha": [-0.0022, -0.0279], "spin_multiplicity": 2, "energy_ha": -9067.14541, "gap_ev": [6.6, 5.9], "fmax_ev_per_a": 3.1, "symbols": ["Cu", "Mg", "C", "F", "F", "F", "S", "O", "O", "O", "C", "F", "F", "F", "S", "O", "O", "O", "C", "F", "F", "F", "S", "O", "O", "O", "C", "F", "F", "F", "S", "O", "O", "O", "C", "F", "F", "F", "S", "O", "O", "O", "Cl", "C", "C", "Cl", "H", "H", "H", "H", "C", "Cl", "Cl", "Cl", "H"], "xyz": [[-0.2159, -0.2476, 2.1948], [2.8699, 1.9430, -0.8487], [-5.0146, -0.8906, 2.3727], [-5.9927, -1.7618, 2.4200], [-5.0842, -0.2163, 1.2021], [-5.1054, 0.0316, 3.3335], [-3.3237, -1.7425, 2.4103], [-2.3099, -0.7002, 2.0825], [-3.1611, -2.2814, 3.7520], [-3.4581, -2.7480, 1.3653], [4.0172, 0.2100, 3.2892], [3.1666, 0.8971, 4.0346], [5.1641, 0.8740, 3.2113], [4.2437, -0.9628, 3.8491], [3.2359, -0.1415, 1.6272], [3.8846, -1.3022, 1.1032], [1.8178, -0.3207, 1.9679], [3.3277, 1.0546, 0.7877], [-0.7922, 3.9867, 0.2291], [-0.9197, 3.5471, -1.0121], [-0.6398, 5.2985, 0.2267], [-1.8933, 3.6981, 0.9051], [0.6615, 3.1634, 1.0895], [1.7012, 3.1015, 0.0524], [1.0085, 4.0608, 2.1664], [0.1845, 1.8424, 1.4960], [0.8184, -1.8614, -1.8313], [1.6923, -2.2547, -0.9011], [1.3783, -1.8271, -3.0206], [-0.1877, -2.7012, -1.7775], [0.2412, -0.1418, -1.2994], [-0.3836, -0.2781, 0.0019], [1.4228, 0.7486, -1.2255], [-0.6647, 0.2630, -2.3566], [1.8678, -4.1585, 2.1416], [2.5445, -3.3182, 1.3771], [2.1648, -5.4136, 1.7668], [2.2805, -4.0557, 3.4112], [0.0247, -3.8489, 1.9786], [-0.6047, -4.4277, 3.1481], [-0.0275, -2.3596, 2.0083], [-0.3626, -4.4388, 0.7357], [2.1915, 2.8517, -3.2392], [1.3954, 2.6992, -4.8714], [1.0815, 1.2641, -5.1676], [2.5637, 0.2830, -5.1417], [2.0619, 3.1788, -5.5825], [0.5059, 3.2997, -4.6951], [0.6579, 1.1517, -6.1630], [0.3684, 0.9244, -4.4130], [-3.9972, 0.7207, -2.0610], [-3.2797, 1.2587, -0.5717], [-4.0924, 2.1101, -3.2022], [-5.6198, 0.0088, -1.8430], [-3.4144, -0.0702, -2.5139]], "forces_ev_per_a": [[-0.65, -2.12, -1.71], [-1.19, -1.04, 0.32], [2.17, 0.90, -1.01], [-0.33, -0.09, 0.39], [-0.43, -0.32, 0.31], [-0.44, -0.29, 0.37], [0.66, -3.01, 0.46], [0.45, 1.37, 0.19], [-0.50, 1.08, -0.77], [-0.13, 1.43, 0.59], [-0.32, -0.11, -0.40], [-0.04, 0.24, 0.13], [0.10, 0.17, -0.27], [0.03, -0.20, 0.19], [-2.00, -1.57, -0.31], [0.44, 1.11, 0.28], [0.76, -0.02, 0.68], [1.60, 0.87, 0.07], [0.27, -0.75, 0.45], [0.11, -0.01, -0.31], [0.24, 0.39, -0.18], [-0.16, -0.07, 0.17], [-0.35, 0.13, 1.96], [-0.12, 1.04, -0.36], [-0.29, -0.53, -0.78], [-0.05, 0.87, -0.20], [-0.12, 0.67, 2.29], [0.50, 0.09, -0.45], [0.15, -0.10, -0.48], [-0.37, 0.13, -0.67], [-1.60, 0.56, 0.08], [0.48, -0.52, -0.90], [0.31, -1.22, -0.62], [0.56, -0.24, 0.01], [-0.83, -0.60, 0.09], [0.14, -0.22, 0.11], [-0.05, 0.02, -0.22], [0.04, 0.47, 0.02], [-1.50, 0.23, 1.65], [1.03, 0.23, -0.46], [0.46, 0.32, -0.07], [0.60, 0.24, -0.60], [0.44, 0.67, -0.01], [-0.02, 0.22, 0.23], [-0.20, 0.02, 0.28], [-0.02, -0.13, -0.03], [0.08, -0.07, 0.09], [-0.13, -0.14, -0.36], [-0.09, 0.18, 0.01], [0.20, -0.41, -0.08], [-0.42, 0.11, -0.21], [-0.06, -0.13, -0.02], [0.04, -0.38, 0.05], [0.23, 0.26, 0.01], [0.33, 0.23, 0.02]], "mulliken_charge": [-0.130, 1.128, 0.425, -0.178, -0.169, -0.213, 1.154, -0.313, -0.658, -0.650, 0.560, -0.188, -0.216, -0.178, 0.943, -0.596, 0.200, -0.376, 0.512, -0.166, -0.224, -0.219, 0.804, -0.733, -0.600, -0.198, 0.412, -0.161, -0.187, -0.157, 0.436, 0.262, 0.111, -0.627, 0.560, -0.179, -0.240, -0.244, 1.025, -0.622, -0.367, -0.695, -0.159, -0.611, 0.005, -0.180, 0.359, 0.331, 0.392, -0.093, 0.220, -0.061, -0.198, -0.155, 0.101]}

***

Record 2
{"formula": "C22H34BBrO11", "method": "ωB97M-V/def2-TZVPD", "homo_ev": -9.94, "e_lumo_ha": -0.0143, "smiles": "O=C1CCCO1.O=C1CCCO1.O=C1CCCO1.O=C1CCCO1.O=C1CCCO1.O=CCBBr", "energy_ha": -4285.20701, "gap_ev": 9.6, "fmax_ev_per_a": 8.0, "symbols": ["O", "C", "C", "C", "C", "O", "H", "H", "H", "H", "H", "H", "O", "C", "C", "C", "C", "O", "H", "H", "H", "H", "H", "H", "O", "C", "C", "C", "C", "O", "H", "H", "H", "H", "H", "H", "O", "C", "C", "C", "C", "O", "H", "H", "H", "H", "H", "H", "O", "C", "C", "C", "C", "O", "H", "H", "H", "H", "H", "H", "O", "C", "C", "B", "Br", "H", "H", "H", "H"], "xyz": [[1.1762, 4.8079, -1.2745], [1.6720, 3.7923, -0.8150], [2.0250, 3.5723, 0.6248], [2.9289, 2.3679, 0.5486], [2.4151, 1.6463, -0.6697], [1.9456, 2.6711, -1.5445], [1.1120, 3.3609, 1.1884], [2.5451, 4.4385, 1.0401], [2.9144, 1.7520, 1.4517], [3.9620, 2.6943, 0.3782], [1.5802, 0.9774, -0.4355], [3.2023, 1.0706, -1.1652], [-5.6890, -3.3849, 0.4357], [-5.4417, -2.1973, 0.3070], [-4.8129, -1.5662, -0.8983], [-4.3949, -0.2181, -0.3679], [-5.4129, 0.0420, 0.7114], [-5.7423, -1.2432, 1.2363], [-5.5640, -1.4777, -1.6882], [-3.9536, -2.1456, -1.2436], [-4.3680, 0.5635, -1.1318], [-3.3945, -0.2922, 0.0757], [-6.3253, 0.5037, 0.3196], [-5.0101, 0.6737, 1.5085], [4.4824, -0.1460, 1.8327], [4.3232, -1.0127, 0.9892], [4.8724, -2.4054, 1.0597], [4.7159, -2.8797, -0.3630], [3.5189, -2.1002, -0.8409], [3.5754, -0.8573, -0.1426], [4.2662, -2.9939, 1.7539], [5.9204, -2.4008, 1.3680], [4.5885, -3.9619, -0.4519], [5.6009, -2.5943, -0.9446], [2.5743, -2.5966, -0.5948], [3.5538, -1.9193, -1.9192], [-8.8978, 0.2512, 1.2722], [-9.1246, -0.6926, 2.0111], [-8.7512, -2.1184, 1.7392], [-9.5938, -2.8633, 2.7434], [-9.7294, -1.8665, 3.8645], [-9.7234, -0.5867, 3.2335], [-7.6821, -2.2500, 1.9276], [-9.0022, -2.4032, 0.7148], [-9.1567, -3.8132, 3.0624], [-10.5801, -3.0726, 2.3117], [-8.8903, -1.9137, 4.5665], [-10.6631, -2.0001, 4.4185], [9.3409, -2.4316, -1.2102], [9.0346, -1.3800, -0.6729], [9.9960, -0.3935, -0.0825], [9.0885, 0.4686, 0.7581], [7.7782, 0.3865, 0.0196], [7.7553, -0.9155, -0.5635], [10.4650, 0.1756, -0.8899], [10.7509, -0.8952, 0.5273], [9.4494, 1.4931, 0.8819], [8.9807, 0.0250, 1.7553], [7.7054, 1.1294, -0.7816], [6.9231, 0.5048, 0.6915], [-3.2848, 2.2249, -2.0159], [-2.8107, 2.4266, -3.2477], [-1.1804, 2.7489, -3.4010], [-1.1191, 4.3077, -4.0179], [0.0295, 4.5493, -5.6566], [-3.4246, 2.4283, -4.2436], [-0.6805, 1.9791, -4.1614], [-0.6201, 2.7714, -2.3685], [-1.7445, 5.1846, -3.5236]], "forces_ev_per_a": [[0.69, -1.71, 0.07], [-1.00, 1.56, -0.68], [0.46, 0.00, 0.22], [0.46, -0.28, 0.79], [0.35, -0.74, -0.12], [-0.38, 1.08, -0.04], [0.02, 0.17, -0.05], [-0.44, 0.03, -0.06], [0.10, 0.06, -0.28], [-0.13, -0.12, 0.05], [0.07, 0.03, -0.05], [-0.43, 0.32, -0.09], [0.16, 1.80, 0.41], [-0.59, -1.80, 0.06], [0.46, 0.20, -0.08], [0.55, 0.58, -0.46], [-0.07, 0.99, 0.02], [0.16, -1.08, -0.18], [0.05, -0.16, 0.03], [-0.40, -0.16, -0.08], [-0.02, -0.13, 0.31], [-0.13, 0.06, -0.07], [0.04, -0.09, 0.11], [-0.23, -0.24, 0.01], [-0.42, -0.88, -1.61], [0.13, 1.10, 1.54], [0.38, -0.26, -0.23], [0.52, -0.70, -0.43], [-0.36, -0.48, -0.68], [0.49, 0.23, 0.91], [0.10, 0.13, 0.10], [-0.29, 0.07, 0.26], [-0.04, 0.18, -0.05], [-0.15, -0.07, 0.10], [0.04, 0.08, -0.01], [-0.13, 0.18, 0.23], [-0.61, -1.06, 1.43], [0.67, 1.45, -1.15], [-0.22, -0.44, -0.06], [-0.23, -0.91, -0.09], [-0.18, -0.31, 0.64], [0.18, 0.45, -0.71], [-0.15, 0.07, -0.18], [0.35, 0.23, 0.07], [-0.08, 0.15, 0.02], [0.12, 0.00, 0.13], [-0.05, 0.02, -0.05], [0.16, 0.28, -0.04], [-1.09, 1.61, 0.89], [0.73, -1.87, -1.26], [0.18, 0.16, 0.48], [0.29, 0.55, 0.68], [-0.55, 0.70, 0.23], [0.37, -0.72, -0.18], [0.06, -0.18, 0.02], [0.02, -0.02, -0.44], [-0.14, -0.12, -0.01], [-0.02, 0.12, -0.14], [0.01, -0.07, 0.03], [0.00, -0.15, -0.25], [2.10, 1.23, -7.58], [0.67, -0.61, 5.83], [-1.02, 0.17, -0.85], [1.11, -2.05, -0.35], [-1.08, 0.04, 1.42], [0.68, -0.13, 1.96], [-1.12, 1.63, 1.74], [-1.35, -0.27, -1.91], [0.17, 0.14, -0.29]], "mulliken_charge": [-0.590, 0.550, -0.583, -0.270, -0.158, -0.329, 0.260, 0.325, 0.279, 0.214, 0.164, 0.219, -0.609, 0.528, -0.453, -0.134, -0.486, -0.327, 0.271, 0.306, 0.102, 0.246, 0.252, 0.343, -0.617, 0.471, -0.428, -0.376, -0.596, -0.184, 0.331, 0.215, 0.373, 0.143, 0.291, 0.356, -0.611, 0.544, -0.032, -0.619, -0.435, -0.358, -0.041, 0.347, 0.331, 0.288, 0.250, 0.336, -0.607, 0.428, -0.350, -0.582, -0.228, -0.248, 0.254, 0.278, 0.348, 0.277, 0.209, 0.209, -0.538, 0.037, -0.174, 0.327, -0.220, 0.294, 0.247, -0.044, -0.016]}

***

Record 3
{"formula": "C24H20N4O8", "method": "ωB97M-V/def2-TZVPD", "total_charge": -1, "homo_ev": [-0.99, -4.75], "e_lumo_ha": [0.0239, 0.0239], "spin_multiplicity": 2, "energy_ha": -1747.06889, "gap_ev": [1.6, 5.4], "fmax_ev_per_a": 5.0, "symbols": ["C", "C", "C", "C", "C", "C", "N", "O", "O", "H", "H", "H", "H", "H", "C", "C", "C", "C", "C", "C", "N", "O", "O", "H", "H", "H", "H", "H", "C", "C", "C", "C", "C", "C", "N", "O", "O", "H", "H", "H", "H", "H", "C", "C", "C", "C", "C", "C", "N", "O", "O", "H", "H", "H", "H", "H"], "xyz": [[1.4952, -5.5286, 2.7866], [1.2422, -6.3219, 1.7188], [1.1330, -5.8223, 0.3958], [1.3393, -4.4957, 0.1615], [1.6600, -3.6080, 1.2785], [1.8208, -4.2127, 2.5527], [1.2249, -3.9482, -1.2806], [2.0398, -3.1001, -1.5965], [0.4631, -4.5430, -2.0382], [1.4061, -6.0366, 3.7354], [1.1103, -7.3618, 1.9789], [1.1009, -6.4868, -0.4550], [1.8725, -2.5543, 1.1731], [2.0626, -3.4733, 3.3018], [-3.2229, 0.8312, 3.8175], [-2.2578, 1.3950, 4.6877], [-1.3438, 0.6247, 5.3256], [-1.3995, -0.7350, 5.1037], [-2.3150, -1.3218, 4.3231], [-3.1933, -0.5399, 3.5622], [-0.2952, -1.5910, 5.7885], [0.5920, -0.9231, 6.4058], [-0.2476, -2.7684, 5.5437], [-3.8756, 1.4884, 3.2622], [-2.1930, 2.4673, 4.7994], [-0.5080, 1.0576, 5.8551], [-2.3977, -2.3963, 4.2524], [-3.9693, -0.9317, 2.9214], [-1.0314, 3.9020, -0.0105], [-1.2688, 2.7117, 0.6989], [-0.2952, 1.6786, 0.5825], [0.9186, 1.9197, -0.0826], [1.1605, 3.0486, -0.7793], [0.1579, 4.0274, -0.6597], [1.9404, 0.8575, -0.2048], [2.8354, 0.9272, -0.9747], [1.8211, 0.0091, 0.7383], [-1.6017, 4.8147, 0.0801], [-2.0948, 2.6135, 1.3878], [-0.3710, 0.7801, 1.1770], [1.9538, 3.2209, -1.4916], [0.5028, 4.9813, -1.0304], [0.6749, 3.8021, -4.3155], [1.4929, 2.6911, -4.6177], [1.1082, 1.8225, -5.5825], [-0.1247, 1.9352, -6.2261], [-0.8127, 3.0987, -6.0625], [-0.5256, 3.9604, -5.0199], [-0.5095, 0.8694, -7.1518], [-1.7599, 0.7935, -7.2833], [0.3170, 0.2349, -7.7938], [0.9430, 4.6315, -3.6778], [2.4387, 2.5845, -4.1074], [1.6579, 0.8931, -5.5626], [-1.6808, 3.2739, -6.6807], [-1.1907, 4.7532, -4.7107]], "forces_ev_per_a": [[0.15, -0.07, 0.22], [-0.59, -0.57, -1.45], [0.84, -0.92, 0.37], [-0.02, 2.68, 1.35], [0.20, -2.57, -0.83], [-0.78, 2.50, -1.25], [0.94, -1.42, 0.49], [-0.93, -0.19, 0.29], [0.48, 0.82, 0.83], [0.46, 0.56, 0.42], [-0.19, -0.26, -0.66], [-0.55, -0.13, 0.03], [-0.09, 0.03, -0.34], [0.07, -0.38, 0.54], [1.25, -0.13, 0.01], [-1.27, 0.62, -0.98], [0.99, -0.22, -0.02], [1.99, -0.33, 2.02], [-1.41, -1.35, -1.57], [-0.52, 1.21, 1.20], [1.42, 2.64, -0.20], [-2.32, -2.02, -1.18], [-0.17, 0.12, 0.45], [-0.19, -0.03, 0.06], [-0.17, 0.10, 0.01], [-0.18, -0.08, 0.26], [0.35, -0.10, -0.04], [0.27, -0.44, -0.09], [0.30, -0.29, 1.16], [1.53, -0.78, -0.74], [-0.37, 1.24, 1.08], [-0.48, -1.28, -1.07], [-1.53, 1.33, -0.41], [1.97, 0.73, -0.89], [-1.59, -1.25, 4.29], [0.64, -0.08, -0.93], [0.70, 0.79, -2.14], [-0.54, -0.27, 0.08], [-0.19, -0.22, -0.23], [-0.17, -0.10, -0.18], [0.34, -0.21, 0.43], [-0.66, 0.28, -0.43], [-0.43, 0.13, -0.29], [-0.14, 2.04, 0.56], [0.39, -1.62, 0.92], [1.88, -2.67, -2.16], [-2.46, 1.04, 0.38], [1.09, -0.28, 0.08], [-0.97, 3.91, 2.95], [-1.23, -0.54, -0.81], [1.66, -1.48, -0.93], [0.34, -0.25, 0.49], [0.12, -0.23, 0.09], [0.08, -0.16, -0.88], [-0.24, -0.15, 0.09], [-0.08, 0.30, -0.44]], "mulliken_charge": [-0.512, -0.309, -0.403, 0.349, -0.489, -0.507, 0.874, -0.500, -0.543, 0.375, 0.324, 0.390, 0.526, 0.433, -0.619, -0.275, -0.401, 0.200, -0.410, -0.435, 0.958, -0.581, -0.548, 0.440, 0.360, 0.442, 0.433, 0.439, -0.745, -0.046, -0.733, 0.165, -0.170, -0.307, 0.942, -0.568, -0.586, 0.354, 0.377, 0.535, 0.372, 0.352, -0.501, -0.428, -0.505, 0.250, -0.503, -0.360, 0.771, -0.755, -0.736, 0.483, 0.332, 0.300, 0.334, 0.368]}

***

Record 4
{"formula": "C7H16N", "method": "ωB97M-V/def2-TZVPD", "total_charge": 1, "homo_ev": -13.04, "e_lumo_ha": -0.1213, "energy_ha": -330.77873, "gap_ev": 9.7, "fmax_ev_per_a": 1.0, "symbols": ["C", "C", "C", "N", "H", "H", "H", "H", "H", "H", "H", "H", "C", "C", "C", "C", "H", "H", "H", "H", "H", "H", "H", "H"], "xyz": [[-0.6410, -0.9911, 2.8777], [-1.2792, -0.6864, 1.5511], [-2.4183, -0.0872, 1.2505], [-0.4803, -1.2408, 0.4252], [-1.1528, -0.4699, 3.6779], [-0.6557, -2.0710, 3.0236], [0.3874, -0.6191, 2.8656], [-2.7333, 0.0095, 0.2232], [-2.9818, 0.3711, 2.0498], [0.1221, -2.0074, 0.7470], [0.1918, -0.5302, 0.0806], [-1.0404, -1.5732, -0.3534], [1.3273, 0.2471, -1.8411], [0.9501, 1.3652, -1.2113], [1.5755, 1.8732, 0.0601], [0.8275, -0.2143, -3.1874], [2.1956, -0.2743, -1.4415], [0.1344, 1.9700, -1.5978], [1.5613, 2.9630, 0.0720], [0.9747, 1.5931, 0.9343], [2.6031, 1.5535, 0.1801], [0.8928, 0.5694, -3.9366], [-0.2141, -0.5455, -3.1417], [1.4066, -1.0820, -3.4969]], "forces_ev_per_a": [[-0.04, 0.56, -0.72], [-0.40, -0.26, 0.21], [0.73, 0.01, 0.30], [0.88, -0.04, 0.44], [-0.17, -0.15, 0.10], [0.09, 0.00, 0.29], [0.07, -0.20, 0.12], [-0.25, 0.09, -0.03], [-0.22, -0.05, -0.13], [-0.33, -0.08, -0.05], [-0.21, 0.15, -0.49], [-0.13, 0.06, -0.19], [0.24, 0.70, -0.16], [0.00, -0.40, 0.29], [-0.44, 0.30, -0.07], [-0.22, -0.48, 0.49], [-0.02, -0.08, 0.05], [-0.03, -0.07, -0.17], [0.10, 0.01, -0.06], [0.14, -0.07, 0.07], [0.12, -0.22, 0.10], [0.07, 0.01, -0.05], [-0.03, 0.10, -0.07], [0.02, 0.11, -0.26]], "mulliken_charge": [-1.290, 0.713, -0.926, -0.163, 0.400, 0.368, 0.360, 0.271, 0.292, 0.435, 0.077, 0.379, -0.254, -0.015, -1.157, -1.109, 0.398, 0.333, 0.381, 0.280, 0.314, 0.319, 0.249, 0.345]}